Computed, not measured: a gas-phase ion, C3H7N2 (charge +1) in a non-equilibrium geometry, with ωB97M-V with the def2-TZVPD basis set.

Relative energy (zero: lowest compared OMol25 entry of this formula, charge and spin), eV: 2.635
Calculated total energy, eV: -6194.876
Structure (SMILES): C1N[C@]12C[NH2+]2
Total charge: +1
E_HOMO, Ha: -0.55995
Kohn-Sham gap, Eh: 0.432

Positions of all 12 atoms, in Å:
C -1.424 0.378 -0.500
N -1.306 -0.671 0.523
C -0.159 0.088 0.117
C 1.214 0.426 0.617
N 0.998 -0.649 -0.527
H -1.969 1.338 -0.172
H -1.467 -0.038 -1.444
H -1.617 -0.334 1.421
H 1.761 1.284 0.167
H 1.766 0.105 1.562
H 1.195 -0.241 -1.414
H 1.006 -1.685 -0.351